Entry 1:
76
Properties=species:S:1:pos:R:3 method="wB97M-V/def2-TZVPD" largest_force_ev_per_a=3.44 molar_mass_g_mol=678.598 total_charge=0 lumo_ev=-0.8 homo_energy_ev=-7.46 spin_multiplicity=1 orbital_gap_ha=0.245 e_tot_ha=-1946.7162
Rh 0.324 0.161 0.518
C -0.511 -2.908 2.415
C -1.888 -3.533 2.429
C -2.150 -4.556 3.342
C -3.397 -5.141 3.448
C -4.420 -4.679 2.629
C -4.199 -3.676 1.702
C -5.315 -3.127 0.856
C -2.911 -3.107 1.571
N -2.769 -2.064 0.676
C -1.832 -1.525 0.041
O -1.695 -0.246 -0.207
C -0.698 -2.306 -0.569
C -0.718 -3.400 -1.411
C 0.494 -3.858 -1.910
C 1.682 -3.229 -1.555
C 1.613 -2.154 -0.694
N 0.452 -1.731 -0.247
C 2.779 -1.392 -0.128
O 3.878 -1.491 -0.646
N 2.402 -0.648 0.940
C 3.348 -0.352 1.960
C 3.235 0.823 2.718
C 2.048 1.702 2.521
C 4.195 1.157 3.663
C 5.273 0.326 3.909
C 5.313 -0.895 3.264
C 4.353 -1.274 2.328
C 4.404 -2.686 1.804
H -0.085 -2.904 3.418
H -0.544 -1.876 2.060
H 0.184 -3.445 1.762
H -1.348 -4.890 3.994
H -3.576 -5.928 4.169
H -5.417 -5.103 2.719
H -5.530 -2.093 1.142
H -6.223 -3.722 0.970
H -5.040 -3.100 -0.200
H -1.657 -3.863 -1.680
H 0.507 -4.711 -2.576
H 2.646 -3.548 -1.924
H 2.092 2.234 1.570
H 1.949 2.434 3.323
H 1.156 1.066 2.513
H 4.080 2.081 4.221
H 6.035 0.599 4.627
H 6.108 -1.597 3.498
H 5.019 -3.301 2.460
H 4.817 -2.731 0.797
H 3.400 -3.123 1.760
C 2.336 1.776 -2.917
C 1.931 3.102 -2.857
C 1.022 3.499 -1.891
C 0.518 2.572 -0.985
C 0.966 1.247 -1.027
C 1.868 0.846 -1.994
C -0.521 2.873 -0.002
C -1.405 3.972 -0.089
C -2.465 4.044 0.755
C -2.684 3.020 1.702
C -3.816 2.980 2.549
C -3.988 1.952 3.425
C -3.010 0.934 3.523
C -1.900 0.964 2.735
C -1.732 1.986 1.779
N -0.655 1.959 0.933
H 3.037 1.456 -3.678
H 2.324 3.824 -3.561
H 0.719 4.538 -1.828
H 2.227 -0.168 -2.056
H -1.253 4.721 -0.853
H -3.167 4.867 0.691
H -4.551 3.774 2.476
H -4.870 1.912 4.050
H -3.141 0.127 4.231
H -1.154 0.188 2.825

Entry 2:
83
Properties=species:S:1:pos:R:3 method="wB97M-V/def2-TZVPD" largest_force_ev_per_a=2.80 molar_mass_g_mol=783.779 total_charge=-1 lumo_ev=2.3 homo_energy_ev=-4.30 spin_multiplicity=1 relative_energy_kcal_mol=28.1 orbital_gap_ha=0.243 e_tot_ha=-5408.5689
Ca 0.015 0.056 0.264
O -3.916 -0.587 2.177
C -3.003 -0.104 1.500
N -1.714 0.046 1.790
C -1.238 -0.202 3.070
C -1.978 0.104 4.210
C -1.445 -0.059 5.477
C -0.144 -0.507 5.624
C 0.612 -0.807 4.506
C 0.086 -0.688 3.217
N 0.775 -0.975 2.060
C 1.871 -1.718 2.058
O 2.401 -2.349 2.983
C 2.524 -1.805 0.700
C 3.796 -2.378 0.629
C 4.423 -2.485 -0.595
C 3.752 -2.028 -1.721
C 2.493 -1.470 -1.556
N 1.895 -1.354 -0.379
C -3.350 0.541 0.179
C -4.627 1.089 0.040
C -4.911 1.845 -1.080
C -3.933 1.959 -2.057
C -2.717 1.315 -1.864
N -2.417 0.655 -0.758
H -2.992 0.461 4.096
H -2.061 0.149 6.342
H 0.275 -0.627 6.615
H 1.619 -1.169 4.618
H 4.249 -2.718 1.547
H 5.411 -2.918 -0.674
H 4.194 -2.104 -2.704
H 1.926 -1.111 -2.412
H -5.348 0.909 0.823
H -5.870 2.337 -1.185
H -4.116 2.523 -2.960
H -1.944 1.315 -2.621
S 0.037 0.126 -3.203
C 1.126 1.059 -4.156
C 1.070 0.985 -5.554
C 1.889 1.765 -6.337
C 2.789 2.643 -5.751
C 2.868 2.714 -4.369
C 2.058 1.935 -3.559
As 2.087 1.962 -1.589
C 0.975 3.544 -1.371
C 1.163 4.420 -0.307
C 0.319 5.497 -0.110
C -0.756 5.697 -0.961
C -0.961 4.829 -2.020
C -0.096 3.771 -2.228
C 3.868 2.826 -1.487
C 4.962 1.962 -1.478
C 6.258 2.441 -1.409
C 6.488 3.805 -1.319
C 5.415 4.680 -1.345
C 4.123 4.192 -1.445
H 0.358 0.304 -5.995
H 1.829 1.696 -7.415
H 3.421 3.275 -6.360
H 3.570 3.407 -3.918
H 1.988 4.253 0.379
H 0.498 6.191 0.702
H -1.424 6.537 -0.815
H -1.800 4.990 -2.686
H -0.245 3.115 -3.079
H 4.783 0.892 -1.528
H 7.097 1.757 -1.416
H 7.496 4.187 -1.239
H 5.586 5.749 -1.289
H 3.301 4.895 -1.498
C 1.305 3.435 4.189
O 1.555 2.520 3.141
C 0.720 2.404 2.107
O 1.067 1.763 1.139
N -0.442 3.115 2.153
N -1.293 2.930 1.048
H 2.277 3.619 4.646
H 0.627 3.008 4.931
H 0.898 4.373 3.804
H -0.889 3.212 3.063
H -1.919 3.724 0.957
H -1.793 2.038 1.129

Entry 3:
84
Properties=species:S:1:pos:R:3 method="wB97M-V/def2-TZVPD" largest_force_ev_per_a=1.22 molar_mass_g_mol=934.338 total_charge=-1 lumo_ev=1.7 homo_energy_ev=-4.89 spin_multiplicity=1 relative_energy_kcal_mol=13.7 orbital_gap_ha=0.243 e_tot_ha=-4652.3735
Cs 0.429 -0.063 0.216
Cl -1.765 0.729 2.899
C -0.281 0.224 3.831
C 0.695 -0.458 3.176
C 1.804 -0.758 3.913
Cl 3.173 -1.594 3.093
C 1.952 -0.465 5.259
Cl 3.366 -0.897 6.161
C 0.905 0.207 5.896
Cl 1.023 0.599 7.574
C -0.232 0.568 5.175
Cl -1.517 1.421 5.968
N 8.755 3.439 -5.805
C 7.808 3.090 -5.256
C 6.628 2.654 -4.571
C 6.642 2.535 -3.183
C 5.497 2.122 -2.526
C 4.342 1.820 -3.242
C 4.343 1.937 -4.630
C 5.478 2.357 -5.298
C 3.110 1.370 -2.529
C 2.873 -0.009 -2.607
C 3.778 -0.970 -3.148
C 3.190 -2.198 -2.983
C 1.944 -1.940 -2.358
N 1.743 -0.656 -2.136
C 2.408 2.395 -1.891
C 2.741 3.785 -1.932
C 1.824 4.430 -1.147
C 0.967 3.411 -0.647
N 1.296 2.216 -1.085
H 7.542 2.766 -2.631
H 5.487 2.029 -1.448
H 3.442 1.693 -5.176
H 5.480 2.455 -6.375
H 4.747 -0.772 -3.577
H 3.587 -3.161 -3.261
H 1.190 -2.672 -2.093
H 3.554 4.235 -2.477
H 1.761 5.486 -0.937
H 0.122 3.542 0.017
C -3.097 3.907 -3.616
C -3.818 3.641 -4.947
C -4.700 4.864 -5.233
C -2.740 3.548 -6.031
C -4.694 2.342 -4.882
O -5.330 2.238 -3.601
C -5.866 2.286 -5.899
C -5.626 2.265 -7.413
C -5.017 0.992 -7.946
C -5.651 -0.232 -7.742
C -5.104 -1.413 -8.207
C -3.901 -1.370 -8.894
Cl -3.202 -2.851 -9.479
C -3.252 -0.173 -9.123
C -3.819 1.001 -8.649
C -3.894 1.033 -4.994
N -2.893 0.849 -3.975
C -3.035 0.621 -2.665
N -1.862 0.573 -2.074
C -0.996 0.777 -3.102
N -1.575 0.948 -4.269
H -2.542 4.842 -3.706
H -2.378 3.135 -3.359
H -3.791 4.014 -2.783
H -4.096 5.767 -5.152
H -5.518 4.968 -4.514
H -5.137 4.849 -6.231
H -2.243 4.515 -6.123
H -3.144 3.298 -7.009
H -1.981 2.810 -5.775
H -5.776 3.070 -3.411
H -6.522 3.129 -5.674
H -6.440 1.397 -5.625
H -5.027 3.117 -7.735
H -6.604 2.400 -7.886
H -6.590 -0.266 -7.205
H -5.597 -2.360 -8.043
H -2.314 -0.161 -9.659
H -3.308 1.938 -8.825
H -3.372 0.964 -5.944
H -4.601 0.202 -4.941
H -4.000 0.522 -2.201
H 0.070 0.785 -2.968